Here is a single C4H4Cl2O molecule at a distorted geometry from OMol25. Energies are from ωB97M-V/def2-TZVPD.

Properties
**Structure (SMILES)**: C=CC(Cl)(Cl)C=O
**Energy above the lowest of the compared OMol25 structures with the same formula, charge and spin**: 3.013 eV

Positions of all 11 atoms, in Å:
Cl 1.66 -0.95 0.43
Cl 0.55 1.57 -0.76
O -1.78 0.36 1.67
C -0.58 -0.96 -1.06
C 0.12 -0.18 -0.10
C -0.64 0.28 1.35
C -2.03 -0.90 -1.16
H 0.11 -1.71 -1.66
H 0.27 0.58 2.04
H -2.72 0.06 -0.59
H -2.29 -1.94 -1.81

---

Here is a molecular structure, C32H43BO4 at a distorted geometry from OMol25. Energies are from ωB97M-V/def2-TZVPD.

Properties
**Energy above the lowest of the compared OMol25 structures with the same formula, charge and spin**: 0.398 eV

Positions of all 80 atoms, in Å:
O -2.18 0.34 -3.80
O -2.25 -1.59 -5.83
O -0.58 -1.02 -2.52
O -0.09 -0.51 -4.88
C -2.16 -0.73 1.96
C 0.01 1.26 -3.18
C 1.77 -2.49 4.85
C -2.00 -3.35 -4.47
C -2.47 -3.82 -5.74
C -2.94 -2.47 -7.93
C 0.16 0.10 -2.18
C 1.20 -3.43 2.63
C 1.44 0.34 0.79
C 0.76 2.51 -2.75
C -2.61 -2.70 -6.53
C 2.12 -0.92 1.37
C 1.70 -2.29 3.47
C 0.00 0.20 0.28
C 0.61 3.26 0.44
C 3.61 -0.99 0.96
C -0.92 1.20 0.90
C -1.52 1.50 -3.37
C -0.70 2.60 0.78
C -1.75 3.46 1.07
C 2.08 -1.06 2.90
C -3.09 1.61 1.87
C 2.56 -0.04 3.76
C 0.63 0.63 -4.46
C -2.06 0.73 1.58
C 3.06 1.31 3.34
C -2.94 2.98 1.60
C -4.03 3.91 2.00
C 2.47 -1.72 7.16
C 2.59 -0.25 5.14
C -1.85 -1.98 -4.57
C 2.26 -1.48 5.70
B -1.16 -0.72 -3.86
H -4.10 3.89 3.10
H -3.00 -0.86 2.65
H 0.94 -4.25 3.30
H -0.38 -0.83 0.43
H -5.00 3.61 1.59
H -1.24 -1.05 2.49
H 3.24 1.42 2.26
H 4.03 -1.95 1.28
H -1.60 4.53 0.91
H 0.61 1.37 -5.27
H -1.94 1.83 -2.40
H -0.16 0.41 -1.03
H 1.95 -3.80 1.92
H -3.33 -3.38 -8.40
H 0.88 3.21 -3.60
H 1.94 -0.97 7.77
H -2.06 -2.14 -8.50
H 1.75 2.26 -2.36
H 2.34 2.10 3.64
H 1.31 2.67 -0.16
H 3.71 -0.95 -0.13
H -4.02 1.25 2.33
H -1.77 -3.92 -3.57
H 2.10 -2.72 7.43
H 1.46 -3.44 5.27
H 0.30 -3.16 2.06
H 2.10 0.71 -0.02
H 1.44 1.09 1.58
H 1.13 3.53 1.37
H -2.71 -4.86 -6.01
H 4.22 -0.19 1.40
H -1.68 2.29 -4.12
H 4.01 1.54 3.84
H -2.30 -1.40 1.09
H 3.53 -1.65 7.42
H -3.71 -1.69 -8.03
H 1.23 -0.14 -2.06
H 2.92 0.56 5.79
H 1.67 0.35 -4.23
H 0.42 4.21 -0.07
H 0.17 3.03 -1.97
H 1.64 -1.81 0.92
H -3.81 4.92 1.63

---

Here is 2 unconnected molecules or ions with the total composition C2H9O2 at a distorted geometry from OMol25. Energies are from ωB97M-V/def2-TZVPD.

Properties
**Charge**: +1
**Energy above the lowest of the compared OMol25 structures with the same formula, charge and spin**: 0.258 eV

Positions of all 13 atoms, in Å:
O -0.66 0.38 -0.67
O 0.04 -1.82 -1.64
C -0.62 0.78 0.76
C 0.79 0.75 1.32
H -0.80 1.11 -1.29
H -1.26 0.04 1.24
H 0.46 -2.42 -1.01
H 1.21 -0.24 1.16
H -1.10 1.75 0.82
H 0.89 1.07 2.35
H 1.40 1.33 0.62
H -0.44 -0.48 -1.16
H 0.09 -2.25 -2.50

---

Here is 2 unconnected molecules or ions with the total composition CH3ClS2 at a distorted geometry from OMol25. Energies are from ωB97M-V/def2-TZVPD.

Properties
**Structure (SMILES)**: C=S.SCl
**Energy above the lowest of the compared OMol25 structures with the same formula, charge and spin**: 1.938 eV

Positions of all 7 atoms, in Å:
Cl -2.82 -0.30 -0.45
S 2.59 0.52 -0.38
S -1.69 1.31 0.02
C 1.19 -0.19 -0.74
H 1.05 -0.57 -1.86
H -2.12 1.48 1.27
H 0.44 -0.26 0.09

---

Here is a single C4H7N3 molecule from OMol25. Energies are from ωB97M-V/def2-TZVPD.

Properties
**Structure (SMILES)**: [H]/N=C/[C@@H]1N=C1NC
**Energy above the lowest of the compared OMol25 structures with the same formula, charge and spin**: 2.175 eV

Positions of all 14 atoms, in Å:
N 0.75 -0.21 -1.75
N -1.09 1.00 -0.60
N 2.66 0.24 0.38
C 1.89 -0.76 0.51
C 0.73 -0.96 -0.42
C -2.12 0.65 0.36
C -0.10 0.12 -0.88
H 3.41 0.18 1.07
H -1.34 1.61 -1.36
H 0.35 -1.99 -0.43
H -2.61 1.55 0.72
H -2.88 -0.02 -0.07
H 2.02 -1.54 1.27
H -1.66 0.14 1.21

---

Here is a molecular structure, C4H4O2S at a distorted geometry from OMol25. Energies are from ωB97M-V/def2-TZVPD.

Properties
**Energy above the lowest of the compared OMol25 structures with the same formula, charge and spin**: 3.006 eV

Positions of all 11 atoms, in Å:
S 1.16 1.09 0.24
O -0.70 -0.18 -1.08
O -2.27 -0.36 1.65
C -0.58 0.79 -0.09
C -1.18 0.06 1.58
C 0.41 -0.92 -1.15
C 1.44 -0.38 -0.58
H -1.19 1.71 -0.26
H -0.21 -0.08 2.20
H 0.42 -1.90 -1.73
H 2.45 -0.86 -0.41

---

Here is 3 unconnected molecules or ions with the total composition C7H15NS at a distorted geometry from OMol25. Energies are from ωB97M-V/def2-TZVPD.

Properties
**Structure (SMILES)**: C1=CC1.CCSC.C=N
**Energy above the lowest of the compared OMol25 structures with the same formula, charge and spin**: 4.099 eV

Positions of all 24 atoms, in Å:
S 1.31 0.16 2.56
N -3.39 -1.56 -3.08
C 0.55 2.38 0.37
C 0.82 1.69 -0.69
C 2.71 -0.12 1.43
C -2.81 -1.99 -4.11
C 0.18 -1.12 1.69
C 0.93 3.23 -0.76
C -1.23 -1.16 2.29
H -1.90 -1.63 -4.43
H -1.45 -2.12 2.55
H -2.70 -1.02 -2.37
H -3.39 -2.64 -4.71
H 3.53 0.42 1.79
H -1.21 -0.47 3.05
H 2.95 -1.26 1.33
H 0.65 -2.13 1.90
H 0.17 2.33 1.40
H 0.30 -0.70 0.70
H 2.42 0.18 0.36
H 1.84 3.69 -0.62
H -2.02 -0.86 1.66
H 1.50 0.92 -1.03
H 0.26 3.79 -1.29

---

Here is a molecular structure, C6H12N2O at a distorted geometry from OMol25. Energies are from ωB97M-V/def2-TZVPD.

Properties
**Energy above the lowest of the compared OMol25 structures with the same formula, charge and spin**: 4.440 eV

Positions of all 21 atoms, in Å:
O -0.77 -0.61 -1.54
N -2.19 -0.35 0.80
N -0.72 1.72 -1.56
C 0.25 0.01 1.18
C -0.45 0.44 -0.90
C -1.03 0.49 0.61
C 0.38 -1.44 1.46
C 1.27 0.46 -0.48
C 2.03 -0.48 -1.08
H 1.55 -1.38 -1.45
H 1.38 -1.73 1.77
H 3.09 -0.36 -1.23
H -3.03 0.20 0.61
H -1.23 1.52 0.92
H 1.74 1.40 -0.20
H -2.16 -1.07 0.07
H -0.29 2.51 -1.09
H 0.85 0.70 1.78
H 0.06 -2.00 0.58
H -0.37 1.66 -2.51
H -0.35 -1.67 2.25

---

Here is 2 unconnected molecules or ions with the total composition C3H4Cl2S at a distorted geometry from OMol25. Energies are from ωB97M-V/def2-TZVPD.

Properties
**Energy above the lowest of the compared OMol25 structures with the same formula, charge and spin**: 3.948 eV

Positions of all 10 atoms, in Å:
Cl -0.95 2.10 0.36
Cl -2.12 0.71 -1.83
S 1.25 -1.84 -1.33
C 0.49 -0.77 1.19
C 0.66 -1.14 -0.13
C -0.67 1.26 -1.06
H -0.18 -1.37 1.61
H 0.14 1.47 -1.80
H 1.40 -0.72 1.74
H -0.02 0.29 1.24

---

Here is 2 unconnected molecules or ions with the total composition C2H9NS2 from OMol25. Energies are from ωB97M-V/def2-TZVPD.

Properties
**Structure (SMILES)**: CCN.SS
**Energy above the lowest of the compared OMol25 structures with the same formula, charge and spin**: 0.848 eV

Positions of all 14 atoms, in Å:
S -1.53 2.43 -1.53
S 0.16 1.78 -2.51
N 1.49 -1.44 1.11
C 0.07 -1.27 0.80
C -0.37 0.18 0.75
H 0.93 1.62 -1.41
H 1.82 -2.40 1.09
H -2.38 1.89 -2.41
H 0.48 0.86 0.61
H -0.81 0.53 1.69
H -1.18 0.31 0.04
H 2.00 -0.94 0.38
H -0.13 -1.77 -0.17
H -0.55 -1.78 1.55

---

Here is a molecular structure, IZn2 at a distorted geometry from OMol25. Energies are from ωB97M-V/def2-TZVPD.

Properties
**2S+1**: 2
**Charge**: +4
**Energy above the lowest of the compared OMol25 structures with the same formula, charge and spin**: 0.000 eV

Positions of all 3 atoms, in Å:
I 0.18 -0.31 0.17
Zn -1.23 0.65 2.48
Zn 1.05 -0.34 -2.64

---

Here is a molecular structure, C26H43Cl3EuN3O3Si at a distorted geometry from OMol25. Energies are from ωB97M-V/def2-TZVPD.

Properties
**2S+1**: 8
**Charge**: -1
**Energy above the lowest of the compared OMol25 structures with the same formula, charge and spin**: 0.392 eV

Positions of all 80 atoms, in Å:
Eu 0.27 1.01 -0.32
Cl -2.33 0.95 0.41
Cl 2.14 1.83 -1.93
Cl -0.97 1.83 -3.26
Si -0.59 3.95 -3.56
O -0.12 -1.25 -0.93
O 0.46 2.75 1.41
O 2.53 -0.26 0.30
N -0.23 -1.01 2.33
N 3.04 -1.97 -1.18
N -0.23 4.76 2.26
C -1.23 5.83 2.28
C 2.94 -1.40 0.04
C -2.12 -3.44 1.00
C -0.31 -4.92 -3.71
C -0.34 -0.78 3.67
C 0.36 -4.62 1.62
C -1.56 0.18 5.52
C -2.02 -4.38 2.03
C -1.07 -2.23 -0.98
C -0.41 3.67 1.52
C 3.43 -3.37 -1.25
C -0.91 4.38 -5.35
C -1.51 -0.16 4.17
C 1.00 4.98 3.02
C -0.98 -3.15 0.24
C -0.79 -5.00 2.32
C -1.62 4.70 -2.21
C -0.46 -4.17 -2.44
C -0.48 -0.06 6.39
C -1.52 -2.12 -3.45
C 0.73 -1.11 4.54
C 0.65 -0.73 5.88
C -0.98 -2.94 -2.32
C 2.71 -1.32 -2.44
C 1.18 4.51 -3.33
C 0.27 -3.68 0.58
H -0.36 -4.28 -4.61
H -2.69 4.74 -2.48
H -1.52 4.13 -1.27
H 1.61 -1.63 4.12
H -1.45 6.10 3.32
H 1.33 -5.08 1.84
H 0.63 -5.49 -3.73
H 1.69 3.89 -2.57
H -2.31 0.09 3.46
H -1.10 -5.67 -3.80
H 1.15 -3.35 0.00
H -2.46 0.65 5.91
H 0.52 -1.60 1.97
H 3.13 -0.30 -2.47
H -0.84 6.73 1.76
H -3.06 -2.93 0.75
H 3.14 -1.93 -3.24
H 2.55 -4.03 -1.23
H 4.07 -3.61 -0.38
H 3.30 -2.06 0.86
H 1.74 4.39 -4.27
H -2.45 -1.64 -3.13
H 1.53 4.03 3.12
H -2.06 -1.75 -0.94
H -1.08 -0.98 1.76
H -0.82 -1.31 -3.74
H -0.12 -4.72 -1.56
H -1.36 3.61 0.97
H 1.62 5.74 2.51
H 1.20 5.56 -3.02
H -1.74 -2.74 -4.32
H -0.10 4.01 -6.00
H -1.29 5.73 -2.00
H 0.70 5.37 4.01
H 1.63 -1.27 -2.57
H 3.97 -3.56 -2.18
H -0.89 5.49 -5.48
H -2.14 5.48 1.79
H -0.51 0.27 7.45
H 1.47 -0.96 6.54
H -1.87 4.02 -5.75
H -0.73 -5.74 3.13
H -2.92 -4.66 2.59

---

Here is a single C5H10N2 molecule at a distorted geometry from OMol25. Energies are from ωB97M-V/def2-TZVPD.

Properties
**Structure (SMILES)**: CC(C)=N/C=C/N
**Energy above the lowest of the compared OMol25 structures with the same formula, charge and spin**: 1.431 eV

Positions of all 17 atoms, in Å:
N -2.03 1.48 -1.87
N 0.56 0.98 0.64
C 0.00 1.34 -0.54
C -1.33 1.17 -0.73
C 1.05 -0.81 2.17
C 0.69 -0.32 0.79
C 0.83 -1.33 -0.33
H -0.16 -1.60 -0.70
H -1.97 1.03 0.14
H 1.43 -0.94 -1.15
H 0.67 1.62 -1.36
H -2.97 1.09 -1.91
H 0.35 -1.59 2.47
H 2.06 -1.22 2.16
H -1.51 1.36 -2.74
H 1.32 -2.24 0.03
H 1.02 0.00 2.91

---

Here is a gas-phase ion, C6H11ClN5O2 (charge +1) at a distorted geometry from OMol25. Energies are from ωB97M-V/def2-TZVPD.

Properties
**Structure (SMILES)**: CC(=O)NN1C(O)=C(Cl)C(N)=[NH+][C@H]1N
**Charge**: +1
**Energy above the lowest of the compared OMol25 structures with the same formula, charge and spin**: 1.218 eV

Positions of all 25 atoms, in Å:
Cl 4.08 -0.74 0.25
O 1.78 -1.88 -1.60
O -0.70 -0.74 1.32
N 2.52 1.03 2.30
N -0.61 -0.98 -0.93
N 0.35 -0.02 -1.15
N 0.75 2.26 -1.43
N 0.72 1.49 0.72
C -1.15 -1.23 0.30
C 1.81 0.93 1.21
C 1.63 -0.69 -0.97
C 0.13 1.26 -0.59
C 2.47 -0.22 -0.04
C -2.45 -2.16 0.26
H 0.19 2.12 1.28
H 0.69 1.93 -2.43
H -0.97 1.55 -0.58
H 1.03 -2.01 -2.18
H -2.28 -2.64 -0.70
H -2.34 -2.69 1.21
H 2.24 1.61 3.00
H -3.20 -1.42 0.30
H 3.37 0.51 2.39
H 0.24 3.13 -1.33
H -1.15 -1.44 -1.65

---

Here is a molecular structure, C18H21FeN7O4 at a distorted geometry from OMol25. Energies are from ωB97M-V/def2-TZVPD.

Properties
**2S+1**: 6
**Charge**: -1
**Energy above the lowest of the compared OMol25 structures with the same formula, charge and spin**: 2.408 eV

Positions of all 51 atoms, in Å:
Fe 0.34 0.06 -0.15
O 0.76 1.84 1.01
O 2.92 1.22 -3.33
O 0.72 0.99 -2.89
O -0.37 -0.92 1.55
N 2.30 -0.37 1.19
N -1.09 -1.71 -1.20
N 2.15 0.61 -1.22
N 4.46 1.21 -1.18
N 3.50 0.03 0.58
N -1.48 1.07 -0.67
N 1.93 1.12 -2.49
C -0.59 -2.67 3.09
C -1.62 -2.87 0.90
C -1.76 4.46 0.65
C -1.82 2.27 -0.37
C -1.13 3.21 0.47
C 0.11 2.93 1.13
C 0.29 -1.78 -1.16
C -1.18 -3.84 3.50
C -1.93 -2.40 -0.41
C -0.02 5.18 2.11
C -1.70 -0.82 -2.20
C -2.25 -4.04 1.37
C -0.81 -2.10 1.81
C 3.33 0.62 -0.68
C -2.04 -4.54 2.63
C 0.62 3.98 1.96
C -2.42 0.30 -1.47
C -1.23 5.45 1.45
H -2.77 2.64 -0.77
H -2.53 -5.45 2.96
H 5.29 0.66 -1.01
H 0.65 -2.61 -0.56
H 4.28 1.40 -2.18
H 2.42 -1.24 1.70
H -2.70 4.64 0.13
H 0.42 5.94 2.75
H -1.00 -4.22 4.50
H 0.77 -1.58 -2.11
H -2.95 0.94 -2.19
H 0.03 -2.10 3.77
H -1.73 6.40 1.57
H -0.90 -0.42 -2.82
H 1.90 0.36 1.77
H -2.89 -2.62 -0.86
H -3.17 -0.14 -0.80
H 4.09 0.61 1.16
H 1.56 3.78 2.47
H -2.40 -1.40 -2.82
H -2.90 -4.58 0.68

---

Here is a molecular structure, C15H19BN8OPd at a distorted geometry from OMol25. Energies are from ωB97M-V/def2-TZVPD.

Properties
**2S+1**: 2
**Charge**: +1
**Energy above the lowest of the compared OMol25 structures with the same formula, charge and spin**: 0.797 eV

Positions of all 45 atoms, in Å:
Pd -0.27 -0.79 -1.33
O 0.25 -2.28 -2.38
N -0.07 -0.91 1.63
N 0.25 2.75 2.61
N -0.37 -1.69 0.57
N -1.35 0.99 0.62
N 1.17 0.46 -0.74
N 1.13 0.95 0.52
N -0.06 1.43 2.70
N -1.49 0.56 -0.64
C -3.43 1.43 0.01
C 0.19 -3.03 2.25
C 2.42 0.64 -1.21
C 3.17 1.30 -0.25
C 0.27 -1.71 2.66
C 0.37 -2.04 -3.79
C -2.76 0.78 -1.02
C 1.71 -1.40 -4.11
C -0.20 -2.96 0.92
C -2.50 1.53 1.03
C 2.33 1.46 0.83
C -0.05 3.26 3.79
C -0.79 -1.20 -4.30
C -0.58 2.29 4.66
C -0.58 1.14 3.92
B -0.08 0.65 1.42
H 0.13 4.31 3.97
H -0.94 0.16 4.18
H -0.37 -3.75 0.20
H 1.75 -1.16 -5.17
H 0.57 -1.30 3.61
H -0.91 2.42 5.68
H -4.44 1.78 0.01
H 2.49 1.92 1.79
H 4.20 1.62 -0.34
H -0.69 -0.16 -3.98
H -1.74 -1.60 -3.93
H -3.10 0.51 -2.00
H 1.81 -0.46 -3.55
H -2.58 1.96 2.02
H 0.39 -3.91 2.83
H 0.35 -3.03 -4.25
H 2.69 0.32 -2.20
H -0.83 -1.20 -5.39
H 2.53 -2.05 -3.85

---

Here is 2 unconnected molecules or ions with the total composition C3HF2IO2 at a distorted geometry from OMol25. Energies are from ωB97M-V/def2-TZVPD.

Properties
**Structure (SMILES)**: FC(F)=CI.O=C=O
**Energy above the lowest of the compared OMol25 structures with the same formula, charge and spin**: 0.000 eV

Positions of all 9 atoms, in Å:
I 2.40 1.22 -1.13
F 1.85 -0.94 1.24
F 0.03 -1.89 0.55
O -1.74 2.08 0.75
O -2.47 -0.01 0.17
C 0.93 -0.21 -0.79
C -2.12 1.04 0.47
C 0.95 -0.98 0.28
H 0.17 -0.30 -1.54

---

Here is 2 unconnected molecules or ions with the total composition C6H18N2 at a distorted geometry from OMol25. Energies are from ωB97M-V/def2-TZVPD.

Properties
**Structure (SMILES)**: CN(C)C.CN(C)C
**Energy above the lowest of the compared OMol25 structures with the same formula, charge and spin**: 1.058 eV

Positions of all 26 atoms, in Å:
N -13.04 -5.07 5.41
N -12.10 -10.63 6.94
C -11.13 -10.07 7.85
C -12.17 -3.95 5.61
C -11.46 -10.67 5.62
C -13.28 -9.80 6.76
C -12.48 -6.34 5.74
C -14.33 -4.88 6.06
H -10.29 -10.74 8.09
H -12.66 -2.97 5.59
H -14.19 -4.70 7.14
H -11.70 -9.86 8.78
H -11.62 -6.57 5.10
H -13.86 -9.78 7.70
H -11.66 -4.07 6.59
H -13.26 -7.10 5.57
H -12.28 -11.01 4.96
H -13.90 -10.29 5.98
H -11.12 -9.68 5.28
H -15.00 -5.75 5.93
H -10.63 -11.38 5.54
H -13.08 -8.76 6.44
H -10.72 -9.12 7.47
H -11.40 -3.98 4.82
H -14.82 -3.99 5.62
H -12.16 -6.40 6.80